(1)
{"formula": "C14H24AuClN5O6", "method": "ωB97M-V/def2-TZVPD", "species": ["O", "H", "Au", "N", "N", "N", "N", "O", "O", "O", "O", "C", "C", "C", "C", "C", "H", "H", "H", "C", "H", "H", "H", "C", "C", "H", "H", "H", "H", "H", "H", "H", "H", "C", "H", "H", "H", "O", "H", "H", "Cl", "C", "C", "C", "C", "N", "C", "H", "H", "H", "H"], "coordinates": [[-0.3755, -1.0830, -3.6729], [-0.2093, -1.0083, -4.6399], [-0.0725, 0.2222, -0.5237], [1.3137, -1.3452, -0.9841], [-1.0755, -1.6606, -0.1321], [0.4375, 2.2877, -0.2992], [-1.6167, 1.0833, 0.6117], [2.5404, -1.1319, -1.0505], [1.5856, 2.7553, -0.6284], [-2.6443, 0.4539, 1.1774], [-2.1682, -1.8719, 0.5323], [-0.5097, -2.7648, -0.6757], [0.7730, -2.5691, -1.2260], [-0.4488, 3.0748, 0.3378], [-1.5496, 2.4015, 0.8985], [1.5313, -3.5735, -2.0227], [1.3723, -3.4183, -3.1019], [1.2054, -4.5894, -1.7693], [2.6025, -3.4723, -1.8173], [-1.2399, -4.0460, -0.5653], [-2.2154, -3.9585, -1.0630], [-1.3970, -4.3166, 0.4899], [-0.6698, -4.8453, -1.0472], [-0.1812, 4.5288, 0.4581], [-2.5223, 3.0540, 1.8054], [0.4538, 4.8914, -0.3569], [0.3197, 4.7788, 1.4050], [-1.1186, 5.0975, 0.4316], [-3.1303, 2.3106, 2.3297], [-3.1871, 3.7364, 1.2502], [-1.9894, 3.6729, 2.5478], [1.7391, 1.5336, -1.6697], [-2.5233, -0.5877, 0.9172], [-1.9289, -0.1320, -2.6130], [-2.3274, -1.1260, -2.7749], [-1.6689, 0.5548, -3.4108], [-2.6010, 0.4596, -1.9474], [1.1964, 0.8360, -2.1940], [0.3091, -0.4570, -3.3372], [0.5432, 1.4128, -2.6858], [4.5648, 1.2330, 2.8411], [3.0427, 0.4638, 2.7530], [2.4813, -0.2036, 3.8533], [1.2259, -0.7947, 3.7152], [0.5666, -0.6822, 2.4920], [1.1273, -0.0478, 1.4714], [2.3368, 0.5152, 1.5570], [3.0444, -0.2287, 4.7790], [0.7367, -1.3336, 4.5177], [-0.4181, -1.1319, 2.3480], [2.7394, 1.0222, 0.6882]], "atomic_forces_ev_per_a": [[3.44, -0.49, -1.93], [-0.31, -0.39, 0.59], [-5.13, -0.64, 3.43], [2.16, -0.46, -0.08], [-0.37, -1.68, -0.13], [0.33, 2.43, 1.22], [-0.39, 3.80, 0.54], [-1.24, -0.65, -0.40], [-0.73, -0.75, -0.27], [0.22, -1.53, -0.42], [1.28, 0.96, -0.93], [0.09, 1.08, 0.20], [0.16, -0.25, -0.43], [2.20, -0.82, -1.47], [-0.68, -3.35, -0.37], [0.18, -0.36, 0.29], [-0.06, 0.10, 0.36], [0.19, 0.28, -0.15], [-0.21, -0.02, -0.07], [0.18, -0.60, -0.21], [0.16, -0.01, 0.26], [-0.06, 0.18, -0.35], [-0.23, 0.14, 0.13], [-0.11, 0.65, 0.12], [-0.28, 0.37, 0.44], [-0.09, -0.27, 0.19], [-0.03, -0.15, -0.20], [0.14, -0.19, 0.06], [0.17, 0.26, -0.20], [0.20, -0.28, 0.10], [-0.15, -0.23, -0.31], [-0.24, -0.36, -0.78], [-0.34, 0.84, 0.32], [-3.34, 2.38, 1.30], [0.23, 0.26, -0.23], [-0.19, -0.48, -0.15], [0.53, -0.51, 0.31], [0.58, 2.23, -2.91], [-0.38, -0.84, -0.13], [1.21, -0.64, 0.53], [0.31, 0.08, 0.15], [-0.68, -0.38, 0.11], [0.03, 0.19, -0.44], [0.09, 0.15, -0.23], [0.61, -0.05, 0.63], [0.60, 0.21, 0.53], [-0.29, -0.37, 0.90], [-0.14, -0.10, -0.01], [0.21, 0.10, 0.08], [0.24, 0.20, -0.02], [-0.05, -0.03, 0.04]], "de_lowest_kj_mol": 144.6, "energy_ev": -50838.21971, "spin_multiplicity": 3, "charge": 1, "homo_energy_ev": [-11.0569, -11.5826], "orbital_gap_ev": [5.78, 6.30]}

(2)
{"formula": "C2H2ClFO", "method": "ωB97M-V/def2-TZVPD", "species": ["C", "C", "O", "F", "Cl", "H", "H"], "coordinates": [[-0.3685, -0.0684, -0.1402], [-1.6853, 0.5015, 0.0885], [-1.1610, -0.8096, -0.9683], [-2.4261, 0.1041, 1.0691], [-2.2812, 1.9483, -0.8077], [0.2917, 0.5429, -0.6911], [0.1973, -0.5649, 0.7442]], "atomic_forces_ev_per_a": [[-0.40, -1.86, 1.48], [-2.35, 8.04, 1.79], [3.15, -6.14, -3.78], [-0.67, -0.41, 1.31], [0.80, -1.33, 1.31], [0.59, 1.27, -0.67], [-1.12, 0.42, -1.43]], "de_lowest_kj_mol": 208.5, "energy_ev": -19387.05305, "spin_multiplicity": 3, "charge": 0, "homo_energy_ev": [-6.4815, -10.7311], "orbital_gap_ev": [7.31, 7.91]}

(3)
{"formula": "ClNO2S", "method": "ωB97M-V/def2-TZVPD", "species": ["N", "O", "O", "S", "Cl"], "coordinates": [[0.3850, 0.3141, -0.3683], [0.4498, -0.0981, -1.5178], [0.6318, 1.3365, 0.1380], [-0.3137, -1.1933, 0.3658], [-0.9882, -1.9012, 2.8276]], "atomic_forces_ev_per_a": [[-0.81, -1.57, 0.33], [0.17, 0.57, 0.43], [0.39, 0.86, 0.02], [-0.64, -1.09, 1.84], [0.89, 1.23, -2.63]], "de_lowest_kj_mol": 231.8, "energy_ev": -28937.03430, "charge": 0, "homo_energy_ev": [-11.0456, -11.0499], "orbital_gap_ev": [7.25, 7.28]}

(4)
{"formula": "C6H13IN", "method": "ωB97M-V/def2-TZVPD", "species": ["C", "C", "C", "C", "C", "C", "N", "I", "H", "H", "H", "H", "H", "H", "H", "H", "H", "H", "H", "H", "H"], "coordinates": [[-1.1511, 0.4340, -0.0581], [-0.7989, 1.7545, -0.5921], [0.2957, -0.0376, -0.1439], [-2.0630, -0.5032, -0.8565], [0.9581, -0.5200, -1.3866], [1.1648, -0.8967, 1.8439], [1.1819, 0.2568, 1.0227], [-0.3060, 3.2804, 0.8896], [-1.4236, 0.4282, 1.0022], [-0.6800, 2.0025, -1.5526], [-1.9595, -1.5504, -0.4128], [-1.6476, -0.3611, -1.9339], [-3.1387, -0.3794, -0.8702], [1.9596, -0.2306, -1.3617], [0.5357, -0.0553, -2.2916], [0.8624, -1.6604, -1.3980], [1.4673, -1.7033, 1.2418], [1.8832, -0.8103, 2.6897], [0.0234, -1.1229, 2.1118], [2.0881, 0.4988, 0.6338], [0.7482, 1.1759, 1.4225]], "atomic_forces_ev_per_a": [[-0.84, -1.51, 1.08], [1.57, -1.65, 5.53], [-1.25, 3.63, -1.30], [1.31, -0.81, -1.21], [-1.66, -1.65, 0.20], [-1.88, -1.29, 2.93], [-2.16, 2.77, -2.07], [-0.42, -0.95, -1.20], [-0.29, 0.38, -0.14], [0.44, 0.87, -3.51], [0.35, 1.19, -1.04], [-1.11, -1.09, 1.59], [-0.05, 0.93, 0.14], [1.93, 0.17, -0.17], [0.00, -0.57, 0.37], [0.30, 1.44, -0.48], [0.50, -1.20, -0.68], [-0.93, -0.01, -0.29], [2.73, 0.60, -0.05], [0.43, 0.07, 0.32], [1.05, -1.33, -0.03]], "de_lowest_kj_mol": 311.1, "energy_ev": -16013.26962, "charge": 1, "homo_energy_ev": [-12.1881, -12.1910], "orbital_gap_ev": [8.32, 8.32]}

(5)
{"formula": "C8H20F6Li6N5O22S6", "method": "ωB97M-V/def2-TZVPD", "species": ["Li", "Li", "Li", "Li", "Li", "Li", "N", "S", "O", "O", "F", "S", "O", "O", "F", "N", "S", "O", "O", "F", "S", "O", "O", "F", "N", "S", "O", "O", "F", "S", "O", "O", "F", "N", "O", "O", "O", "N", "O", "O", "O", "C", "O", "C", "C", "O", "C", "H", "H", "H", "H", "H", "H", "H", "H", "H", "H", "C", "O", "C", "C", "O", "C", "H", "H", "H", "H", "H", "H", "H", "H", "H", "H"], "coordinates": [[1.3782, -2.5664, 2.4949], [4.3337, 0.0276, 3.8692], [-0.0330, 6.8733, 0.3146], [-1.4970, -3.3440, -0.5522], [-2.8076, 3.8963, -0.9482], [-0.1947, 4.6761, 3.6543], [-0.6495, -5.1040, 2.0555], [-0.1430, -6.5078, 1.9756], [-0.9382, -7.5767, 1.4012], [0.7598, -6.7745, 3.0960], [0.9300, -6.2928, 0.7148], [-1.7029, -5.4775, 3.3762], [-1.3866, -4.8311, 4.6261], [-2.3775, -6.7692, 3.4606], [-2.9264, -4.5291, 2.8273], [-5.5152, 2.1641, -1.9152], [-5.6258, 1.4316, -3.2697], [-6.9899, 0.9466, -3.6341], [-4.4614, 0.7390, -3.8191], [-5.6484, 2.8136, -4.1193], [-5.9376, 0.7252, -1.1545], [-5.0370, -0.4696, -1.2438], [-7.3448, 0.6257, -0.7516], [-5.4451, 1.2872, 0.2354], [-1.4522, 6.1254, -2.7120], [-0.8147, 5.6571, -4.0162], [0.4479, 6.3737, -4.2733], [-1.6647, 5.0813, -5.1083], [-0.1732, 4.3070, -3.4016], [-2.6060, 7.1896, -3.4448], [-3.9396, 6.6932, -3.2630], [-2.3530, 8.0443, -4.6160], [-2.4906, 8.2249, -2.1747], [0.1422, 0.9274, 0.9253], [1.1643, 0.6526, 1.5157], [-0.5054, -0.0522, 0.6602], [-0.3162, 2.0240, 0.6662], [-4.2296, 6.4579, 2.6845], [-5.1524, 6.5136, 1.9164], [-3.1153, 6.1710, 2.1980], [-4.3780, 6.6814, 3.8661], [-3.8192, -5.8304, -2.3065], [-2.6579, -5.0293, -2.5879], [-2.0313, -5.4853, -3.8011], [-0.9820, -4.4207, -4.1587], [-0.2612, -4.0525, -2.9867], [0.8774, -3.1996, -3.2637], [-4.2956, -5.5078, -1.3808], [-3.5559, -6.8864, -2.3668], [-4.5595, -5.5987, -3.0723], [-2.6767, -5.5533, -4.6769], [-1.5764, -6.4731, -3.7272], [-1.3200, -3.4713, -4.5740], [-0.2707, -4.8256, -4.8786], [0.5489, -2.2883, -3.7632], [1.7055, -3.7616, -3.6954], [1.2215, -3.0180, -2.2455], [6.3595, 1.4330, 1.0355], [6.5587, 1.1927, 2.3527], [7.8188, 1.5855, 2.8973], [7.8356, 1.2597, 4.3741], [6.5517, 1.0658, 5.0399], [6.6950, 1.2474, 6.4738], [7.0786, 0.8986, 0.4147], [6.5253, 2.4933, 0.8448], [5.3777, 1.1107, 0.6885], [8.0151, 2.6570, 2.8577], [8.5936, 1.1113, 2.2949], [8.3964, 2.0391, 4.8900], [8.5344, 0.4437, 4.5581], [5.7493, 0.9427, 6.9220], [6.7836, 2.2730, 6.8321], [7.4760, 0.6129, 6.8928]], "atomic_forces_ev_per_a": [[-0.89, -0.37, -0.31], [1.24, 0.73, 0.02], [-0.69, 0.40, -0.83], [-0.36, -0.58, -0.80], [-0.69, -0.09, -0.57], [-0.91, -0.02, 0.07], [-3.59, 3.11, 2.00], [5.96, -7.77, -3.12], [0.83, 1.91, 1.03], [-1.34, 0.00, -1.09], [-0.61, 0.67, 0.88], [-5.10, 1.65, 2.04], [1.02, -0.25, -1.53], [2.11, 2.19, -0.61], [1.20, -0.44, 0.03], [0.00, -3.04, 1.59], [-1.60, 1.61, -9.11], [3.28, -0.03, 1.62], [-1.52, 0.76, 1.34], [0.55, -0.37, 0.09], [-1.11, -1.49, 6.65], [-2.39, 2.68, -0.93], [2.14, -0.60, -2.29], [1.30, 0.58, 1.29], [-3.29, 2.29, 0.08], [5.05, -3.97, -5.18], [-2.64, -0.65, -0.35], [1.94, 2.47, 3.13], [-0.23, -0.48, 0.47], [-2.86, 3.28, 1.42], [1.28, -0.43, -0.34], [0.69, -2.53, 2.64], [0.34, -0.32, -0.69], [-2.25, -1.89, -0.21], [4.76, 1.61, 2.47], [-2.78, -2.78, -1.72], [0.74, 2.65, 0.18], [-1.68, 0.50, 0.32], [-1.45, 0.00, -1.40], [3.90, -1.08, -0.80], [0.74, 0.06, 1.66], [-0.18, 0.66, -0.78], [-0.09, -0.73, -0.37], [0.70, 1.69, 0.04], [0.60, -0.07, 0.29], [0.68, 0.24, 0.41], [-0.90, -1.11, 1.47], [0.52, -0.28, 0.22], [-0.15, -0.05, 0.44], [-0.12, -0.24, -0.21], [-0.69, 0.16, 0.22], [0.14, -0.04, 0.61], [-0.88, -0.22, -0.23], [0.00, -0.28, -0.19], [0.38, -0.05, -0.22], [-0.24, 0.14, -0.75], [0.21, 0.70, -0.03], [0.69, 0.74, -2.30], [-0.57, -0.82, 2.95], [-1.03, 0.30, -0.39], [1.00, -0.51, 1.23], [0.68, 0.36, -0.18], [-0.87, -0.50, 0.02], [0.22, -0.17, -0.15], [-0.34, 0.22, -0.38], [-0.14, 0.17, 0.35], [-0.56, 0.29, -0.71], [0.29, -0.28, 0.41], [-0.44, 0.56, 0.02], [-0.61, -0.86, 0.06], [-0.05, -0.35, -0.13], [0.55, 0.25, -0.67], [0.13, 0.09, -0.17]], "energy_ev": -143634.01945, "charge": 1, "homo_energy_ev": -10.2393, "orbital_gap_ev": 3.21}

(6)
{"formula": "CN7", "method": "ωB97M-V/def2-TZVPD", "species": ["C", "N", "N", "N", "N", "N", "N", "N"], "coordinates": [[-0.3213, -0.9377, -0.0280], [-1.6444, -1.1174, -0.0031], [-2.2382, 0.0809, 0.0255], [-1.3941, 1.0455, 0.0174], [2.8507, -0.5339, 0.0278], [1.8788, 0.0621, 0.0053], [1.0686, 0.9660, -0.0235], [-0.2002, 0.4345, -0.0214]], "atomic_forces_ev_per_a": [[-0.03, -0.02, -0.06], [0.33, -0.40, 0.02], [-0.74, 0.71, -0.01], [0.52, 1.07, 0.01], [-1.32, 0.73, -0.03], [3.17, -1.67, 0.07], [-1.16, 2.34, -0.01], [-0.78, -2.76, 0.01]], "de_lowest_kj_mol": 268.8, "energy_ev": -11463.37780, "charge": -1, "homo_energy_ev": -4.1510, "orbital_gap_ev": 8.52}

> Which formula does entry 1 have?

C14H24AuClN5O6